109
Properties=species:S:1:pos:R:3:forces:R:3 method="wB97M-V/def2-TZVPD" homo_energy_ev=-9.46 total_energy_ha=-6382.96392 orbital_gap_ev=9.97 de_lowest_kj_mol=0.0 smiles=COCCOCCOC.COCCOCCOC.COCCOCCOC.ClCCCl.ClCCCl.ClCCCl.ClCCCl.ClCCCl
C 8.81779 14.73530 15.52426 -0.27 1.08 -1.32
O 9.88785 14.51740 14.60368 0.78 0.33 0.86
C 11.10535 15.17427 15.03144 -1.13 -0.08 -0.32
C 12.21822 14.96386 14.02037 -0.18 0.33 0.52
O 13.02942 13.82817 14.22003 -0.76 -1.55 -0.71
C 12.33699 12.55896 14.16560 0.46 -0.24 0.58
C 13.33594 11.41788 14.37975 -1.03 1.18 -0.62
O 14.25375 11.50285 13.32847 -0.19 0.06 0.14
C 15.39598 10.77425 13.62461 1.72 -0.80 -1.38
H 9.07077 14.54363 16.57155 0.16 0.14 -0.11
H 8.04920 14.04993 15.20049 -0.32 -0.24 0.15
H 8.40068 15.78136 15.35642 0.54 -1.02 0.60
H 11.35479 14.83422 16.03769 0.32 -0.22 0.04
H 10.92057 16.25713 15.12142 -0.03 -0.10 -0.16
H 12.96347 15.71169 14.23956 -0.05 0.87 -0.37
H 11.76938 15.11676 12.99848 0.55 -0.49 0.68
H 11.80607 12.37118 13.22153 0.15 0.42 -0.02
H 11.61153 12.52880 14.97304 -0.33 -0.02 0.07
H 12.82182 10.45724 14.36920 -0.15 -0.08 0.01
H 13.86193 11.51114 15.30529 0.31 0.28 0.93
H 16.05898 11.21905 14.42027 -0.68 -0.12 -0.71
H 15.89986 10.75762 12.61710 0.23 -0.15 1.26
H 15.19158 9.71490 13.89446 -0.11 0.52 -0.04
C 19.69712 13.09053 7.84777 -0.07 -0.09 0.64
O 20.59366 14.18206 7.91344 0.22 -0.52 -0.18
C 21.24968 14.37234 6.67417 -0.17 1.17 -0.32
C 22.30052 15.44091 6.86528 -1.10 -0.40 -0.22
O 21.56820 16.64333 7.18010 1.40 -0.77 -0.62
C 22.45236 17.76387 7.12996 -0.12 -0.90 -0.44
C 21.74583 18.95563 7.66067 -0.52 0.93 0.29
O 21.88052 19.12480 9.06191 -0.14 -1.31 0.73
C 21.36592 17.94089 9.75512 0.63 0.35 -1.53
H 20.13277 12.22677 7.34466 0.09 -0.02 -0.20
H 18.75888 13.36543 7.36387 0.10 -0.10 -0.15
H 19.48600 12.77797 8.87199 -0.02 0.12 0.06
H 20.51904 14.73540 5.94485 0.04 -0.30 -0.22
H 21.77274 13.49323 6.31994 -0.15 -0.65 -0.05
H 22.94489 15.52528 5.95017 -0.58 0.21 0.67
H 22.88920 14.99818 7.68026 0.37 0.96 0.30
H 22.77470 17.93568 6.08779 -0.01 -0.10 0.24
H 23.30914 17.50130 7.74614 0.47 0.37 0.05
H 20.66368 18.84688 7.46306 0.30 0.15 -0.43
H 22.15456 19.85882 7.16766 -0.36 -0.29 0.45
H 21.48640 18.10071 10.80460 0.16 0.24 0.62
H 21.86819 16.99881 9.42989 -0.11 0.76 0.41
H 20.31663 17.79741 9.49785 -0.26 0.15 0.02
C 18.08555 7.61633 8.37053 -0.42 -0.33 -0.07
O 18.19436 8.88219 7.79321 -0.44 0.59 0.09
C 18.01466 9.96375 8.67191 -0.92 0.22 -1.01
C 16.64592 10.14292 9.30994 -0.24 0.71 -1.00
O 15.60842 10.18519 8.31604 0.22 -0.65 0.56
C 15.15063 11.44969 7.95963 1.40 0.99 -0.71
C 13.91050 11.37489 7.16726 -0.70 -0.83 -0.30
O 12.93558 10.78199 7.99853 -1.29 0.14 -0.46
C 11.69302 10.43052 7.33349 0.69 -0.19 1.72
H 17.09481 7.36920 8.80678 0.39 0.49 0.08
H 18.88996 7.45512 9.09960 -0.14 -0.21 -0.01
H 18.16758 6.97574 7.50914 0.39 -0.70 -0.03
H 18.17439 10.84528 8.03457 0.21 -0.14 0.33
H 18.71066 9.92262 9.47704 1.03 0.10 0.76
H 16.73487 11.11344 9.82680 -0.33 -0.29 0.08
H 16.36523 9.38195 10.02259 0.09 -0.35 0.24
H 15.86867 11.99889 7.32327 0.26 -0.26 -0.11
H 15.04642 12.10894 8.79345 -0.41 0.23 1.04
H 14.09945 10.77617 6.26583 -0.13 -0.21 0.06
H 13.60430 12.35949 6.81716 -0.06 0.33 0.13
H 11.25763 11.24442 6.74638 0.25 -0.07 -0.08
H 10.99658 10.18428 8.17251 0.39 0.17 -0.78
H 11.88759 9.52098 6.76828 -0.29 0.07 -0.43
Cl 17.67822 14.95446 5.67512 -0.45 0.14 -0.21
C 16.87859 15.24057 7.25509 1.57 0.74 0.60
C 17.79568 16.21814 8.08593 -1.21 -1.59 -0.26
Cl 17.70534 17.85771 7.46715 0.00 0.40 -0.04
H 16.81252 14.26289 7.72734 -0.03 0.13 0.23
H 15.89481 15.65487 7.11147 -0.25 0.15 -0.19
H 18.81871 15.88498 8.05807 0.47 -0.09 -0.21
H 17.47961 16.17685 9.12838 -0.20 0.27 0.00
Cl 17.77632 17.32586 12.99360 0.04 0.00 -0.43
C 18.93061 15.94852 12.98397 -0.26 -0.47 0.61
C 19.56729 15.65570 11.62937 -0.64 1.17 0.04
Cl 20.73804 14.38488 11.90546 0.52 -0.61 -0.05
H 18.34551 15.09708 13.40221 0.71 0.50 -0.45
H 19.72452 16.25502 13.66898 -0.20 -0.27 0.02
H 20.11474 16.56995 11.30666 -0.59 -0.87 -0.02
H 18.83465 15.29843 10.88790 0.39 0.34 0.27
Cl 13.56094 17.57910 12.13708 0.31 0.12 -0.03
C 14.81191 18.68602 11.46152 0.03 0.22 -0.33
C 15.31669 18.19468 10.10028 -0.34 -0.40 -0.01
Cl 13.99542 18.11938 8.86701 0.33 0.10 0.36
H 15.65169 18.71374 12.17186 -0.40 -0.02 -0.27
H 14.32246 19.67597 11.41792 0.40 -0.52 -0.16
H 15.74847 17.17788 10.16186 -0.38 0.49 0.12
H 16.07412 18.84175 9.66363 -0.02 0.17 0.27
Cl 16.75757 13.45084 11.27394 -0.41 0.04 -0.04
C 15.32996 14.36270 11.87499 -0.88 0.02 0.58
C 14.02146 14.15105 11.13618 0.07 -0.86 -0.28
Cl 14.18391 14.61858 9.41133 -0.09 -0.01 0.02
H 15.58472 15.41192 11.81796 0.22 0.17 0.18
H 15.12402 14.04999 12.91137 0.37 0.15 -0.33
H 13.22178 14.77729 11.54427 0.50 -0.04 0.02
H 13.68204 13.09962 11.18788 0.31 0.48 -0.14
Cl 11.58241 9.07983 12.40142 -0.23 -0.35 0.03
C 12.67273 9.58061 11.06398 -0.16 -0.46 0.30
C 13.38892 8.41630 10.42397 -0.16 -0.57 1.03
Cl 14.54906 7.69469 11.58594 0.20 -0.27 0.44
H 13.36200 10.24691 11.57966 0.04 0.26 -0.59
H 12.01144 10.04061 10.34304 0.25 0.42 -0.17
H 14.05934 8.75556 9.66895 -0.12 0.38 -1.08
H 12.73462 7.57897 10.13492 0.18 0.64 -0.17

=====

129
Properties=species:S:1:pos:R:3:forces:R:3 method="wB97M-V/def2-TZVPD" homo_energy_ev=-9.05 total_energy_ha=-2198.98758 orbital_gap_ev=9.61 de_lowest_kj_mol=0.0 smiles=COC[C@H](C)N.COC[C@H](C)N.COC[C@H](C)N.COC[C@H](C)N.COC[C@H](C)N.COC[C@H](C)N.CCO.CCO.CCO
C -15.46452 18.33835 17.52569 0.02 0.03 0.16
O -14.10592 18.64064 17.77913 -0.16 -0.24 0.11
C -13.86052 20.01767 17.75369 -0.30 0.00 -0.14
C -12.42590 20.27942 18.09133 1.12 0.43 -0.29
C -11.92005 19.44336 19.25746 -0.56 0.15 0.39
N -12.28205 21.73975 18.30410 0.01 -0.33 0.31
H -15.71914 18.50936 16.47462 -0.05 -0.08 0.08
H -16.13721 18.94641 18.14497 0.12 0.02 -0.06
H -15.61626 17.29738 17.80622 0.00 -0.05 -0.21
H -14.07825 20.42194 16.75625 -0.17 0.15 0.08
H -14.48556 20.54199 18.49686 -0.15 -0.08 -0.10
H -11.80631 20.07518 17.21054 -0.09 -0.15 0.03
H -11.03515 19.91411 19.68321 0.15 -0.15 -0.01
H -11.71986 18.40835 18.99476 0.08 0.00 -0.13
H -12.69812 19.41822 20.03209 0.17 0.03 0.04
H -12.65828 21.97524 19.22313 -0.01 -0.02 -0.11
H -11.29321 21.96011 18.36692 -0.04 0.05 -0.11
C -15.18773 27.26761 18.27815 0.43 -0.18 0.20
O -15.73525 25.97394 18.38106 -0.16 -0.23 0.03
C -15.91205 25.35748 17.11377 -0.39 0.27 -0.17
C -14.79123 24.39271 16.80332 -0.06 -0.07 -0.79
C -14.87547 23.97191 15.33862 -0.23 0.03 -0.08
N -14.90848 23.19876 17.64297 0.24 0.22 -0.02
H -14.45044 27.31040 17.47005 -0.08 0.14 -0.06
H -14.64786 27.46544 19.20442 -0.16 0.16 0.06
H -15.97012 28.01392 18.12088 0.03 0.09 -0.06
H -16.87770 24.83971 17.08832 0.11 -0.17 0.25
H -16.00736 26.13140 16.34250 0.24 -0.06 -0.05
H -13.82479 24.91445 16.89844 -0.10 -0.01 0.40
H -15.85804 23.56410 15.08864 0.07 -0.02 0.05
H -14.12419 23.21645 15.10242 0.00 0.01 0.03
H -14.71957 24.83455 14.68929 0.12 0.00 -0.02
H -14.92199 23.47076 18.62204 0.02 0.02 -0.03
H -14.06672 22.63840 17.50552 -0.09 0.13 0.20
C -22.31931 22.04269 18.97539 0.12 0.57 -0.41
O -22.09304 20.74415 19.44306 -0.04 -0.29 -0.07
C -22.70341 19.77637 18.61296 -0.41 0.19 -0.17
C -22.35622 18.40336 19.12637 0.32 -0.01 0.30
C -22.80432 17.31948 18.18092 -0.30 -0.24 -0.27
N -22.86441 18.13029 20.47272 0.24 -0.09 -0.24
H -22.13840 22.10192 17.89226 0.04 0.01 0.05
H -21.61326 22.71638 19.46043 -0.06 -0.04 0.12
H -23.34024 22.40498 19.14941 -0.02 -0.19 0.14
H -23.79927 19.91009 18.60729 0.06 0.03 0.05
H -22.36947 19.89646 17.56967 0.12 0.04 0.10
H -21.26013 18.37322 19.16891 -0.03 -0.03 0.17
H -22.35326 16.37445 18.47684 -0.06 -0.07 -0.05
H -22.53407 17.53959 17.14570 0.11 -0.01 0.05
H -23.89212 17.19675 18.20016 0.03 0.01 0.06
H -23.87871 18.11708 20.46455 0.00 0.05 0.03
H -22.56287 18.86277 21.10119 -0.07 0.05 0.04
C -13.79171 23.08313 12.21145 0.24 0.50 0.00
O -14.72211 22.05960 12.40709 -0.14 -0.24 -0.22
C -14.21222 20.77343 12.10718 -0.02 0.12 0.31
C -15.26352 19.74809 12.47140 -0.23 -0.32 -0.58
C -15.60964 19.81596 13.94045 0.04 -0.76 0.64
N -14.78390 18.41503 12.04563 0.13 0.53 0.40
H -14.32228 24.03620 12.19807 -0.10 -0.09 0.12
H -13.25459 23.01683 11.25617 -0.04 -0.25 0.04
H -13.06327 23.11459 13.03230 0.10 -0.04 -0.13
H -13.95665 20.69600 11.04530 0.08 -0.01 0.01
H -13.31316 20.57315 12.72006 0.02 0.07 -0.18
H -16.15694 19.97003 11.87559 0.04 0.03 0.07
H -15.98559 20.77823 14.28456 0.20 0.07 -0.30
H -14.73164 19.51389 14.53251 0.01 0.34 -0.06
H -16.35373 19.04930 14.19077 -0.13 0.17 -0.14
H -13.86531 18.28464 12.46838 -0.09 -0.16 -0.08
H -15.38549 17.69667 12.44869 0.11 0.10 -0.21
C -18.48087 25.49357 20.40730 -0.35 0.20 -0.41
O -18.80099 26.31017 21.50967 -0.03 -0.01 0.05
C -18.98697 27.65067 21.13322 0.13 0.23 -0.18
C -19.30140 28.48059 22.36767 0.22 -0.07 0.10
C -19.43132 29.95445 22.01920 -0.04 0.11 -0.04
N -18.27884 28.33482 23.42281 0.08 -0.35 -0.30
H -18.32300 24.48550 20.77899 0.15 -0.04 -0.01
H -17.61193 25.86924 19.85335 0.13 -0.18 0.23
H -19.31211 25.47849 19.68357 -0.02 -0.10 0.12
H -18.06982 28.03550 20.64746 -0.05 -0.03 0.10
H -19.79342 27.74751 20.38817 -0.01 -0.09 0.08
H -20.25265 28.11125 22.76203 0.06 0.08 0.13
H -19.65342 30.51223 22.92734 -0.04 0.04 -0.03
H -20.21324 30.14994 21.28157 -0.01 -0.09 0.04
H -18.49404 30.34880 21.61582 0.02 -0.09 0.03
H -18.34748 27.40554 23.82960 -0.18 0.07 -0.02
H -17.36723 28.30190 22.96240 -0.09 0.27 0.12
C -19.29840 18.15490 16.05448 -0.33 -0.13 -0.30
O -18.43927 19.20107 16.41095 0.15 -0.18 -0.13
C -19.12665 20.30440 16.94064 -0.43 0.38 -0.13
C -18.10884 21.30153 17.43118 0.10 -0.02 0.38
C -18.77334 22.39100 18.23790 -0.14 -0.04 0.78
N -17.32116 21.84892 16.31816 0.41 -0.88 0.26
H -20.05733 18.47888 15.32256 0.07 0.06 0.12
H -19.82243 17.74589 16.92758 0.05 -0.02 0.01
H -18.70468 17.37996 15.57301 -0.13 0.06 0.42
H -19.77573 20.76887 16.17435 0.12 -0.12 0.03
H -19.78044 19.99623 17.77216 0.12 -0.02 0.01
H -17.49255 20.72693 18.14868 0.14 0.19 -0.24
H -18.03563 23.07568 18.65554 0.10 0.16 -0.25
H -19.24037 21.92217 19.11376 -0.14 0.10 -0.13
H -19.53738 22.95665 17.70352 0.11 0.00 -0.16
H -16.46084 22.25022 16.72502 -0.43 0.21 -0.01
H -16.95713 21.02689 15.82462 -0.32 0.31 -0.07
C -21.13080 24.25520 13.93851 -0.32 -0.28 0.10
C -20.30747 23.25066 14.70624 1.13 0.33 -0.10
O -18.92812 23.65397 14.61698 -0.68 -0.09 -0.04
H -20.96447 25.27294 14.28271 0.16 0.04 -0.01
H -22.19539 24.03354 14.05805 0.03 -0.01 -0.09
H -20.87095 24.15774 12.88586 -0.05 0.26 -0.06
H -20.43150 22.27034 14.22887 -0.07 -0.10 0.25
H -20.58387 23.19570 15.76572 -0.26 -0.07 -0.09
H -18.38770 23.02752 15.13273 0.11 -0.10 0.11
C -19.01535 15.76260 12.90071 0.49 -0.77 0.17
C -17.75421 16.09885 13.68598 -0.10 0.63 -0.50
O -16.58443 16.11733 12.86162 -0.31 -0.23 0.31
H -19.84984 15.61509 13.58733 -0.15 0.30 -0.10
H -18.88192 14.79683 12.39568 -0.02 0.12 -0.01
H -19.21562 16.51250 12.14268 -0.17 0.12 0.04
H -17.63525 15.44951 14.55698 0.11 -0.13 -0.06
H -17.85098 17.12626 14.04772 0.27 -0.21 -0.10
H -16.49381 15.26132 12.43105 0.01 0.00 -0.01
C -20.24647 21.28663 22.27168 0.21 -0.01 -0.47
C -21.69216 21.23728 22.68820 0.08 0.21 0.66
O -21.76271 21.63966 24.06811 0.04 -0.06 -0.27
H -19.62464 20.65377 22.90331 -0.04 0.04 0.11
H -19.86601 22.30912 22.29758 -0.01 -0.01 0.17
H -20.14168 20.93452 21.24067 -0.10 -0.02 0.07
H -22.08194 20.22073 22.60124 -0.07 -0.01 -0.15
H -22.28479 21.92219 22.07615 -0.09 -0.14 -0.09
H -22.66199 21.50510 24.37890 -0.01 0.03 0.00